1.
Below is a structure of composition C4H8O, with properties calculated with ωB97M-V/def2-TZVPD.

Each line ends with the Mulliken charge.
CARTESIAN COORDINATES (ANGSTROEM)
C -1.52638 -0.60459 -0.10889  -1.243
C -0.44364 0.29191 -0.14958  0.734
C 1.27877 -0.86021 -0.16842  -1.204
C -0.04521 1.52958 0.48387  -0.245
O 0.02848 1.29543 -0.94570  -0.410
H -2.28503 -0.43862 0.64676  0.268
H -1.80197 -1.10510 -1.03045  0.311
H -0.09531 -0.98525 0.14639  0.357
H 1.99251 -0.18025 0.29741  0.296
H 1.44138 -0.93809 -1.24493  0.286
H 1.36632 -1.85234 0.29915  0.400
H -0.82199 2.22882 0.78544  0.264
H 0.91205 1.61870 0.98894  0.187

E_HOMO, eV: -7.5
Frontier orbital gap, eV: 8.5
Charge: 0

2.
Below is a cluster of 2 separate species, C4H8O in total in a non-equilibrium geometry, with properties calculated with ωB97M-V/def2-TZVPD.

Each line ends with the Mulliken charge.
CARTESIAN COORDINATES (ANGSTROEM)
C 1.34072 1.14696 0.22305  -0.772
C 0.49654 0.18168 -0.00211  0.341
C 0.55497 -1.28912 -0.02554  -0.947
C -1.67554 0.62507 -0.44810  -0.496
O -2.39532 -0.20819 0.36354  -0.468
H 1.06838 2.18714 0.18806  0.245
H 2.38210 0.94221 0.45138  0.280
H 1.30954 -1.67888 0.65989  0.363
H 0.79150 -1.63794 -1.03394  0.239
H -0.41668 -1.70138 0.24819  0.264
H -1.72245 1.68582 -0.23864  0.308
H -1.74226 0.33636 -1.48309  0.315
H -2.37486 0.12667 1.26634  0.328

E_HOMO, eV: -8.1
Frontier orbital gap, eV: 9.0
Charge: 0

3.
Below is an isolated molecule of C4H8O in a non-equilibrium geometry, with properties calculated with ωB97M-V/def2-TZVPD.

Each line ends with the Mulliken charge.
CARTESIAN COORDINATES (ANGSTROEM)
C 2.32549 -0.07296 -0.22295  -0.661
C 1.11631 -0.47690 0.10434  -0.039
C 0.04836 0.48007 0.51264  -0.642
C -1.17509 0.55430 -0.32268  -0.408
O -2.07622 -0.58520 -0.17766  -0.495
H 2.70802 1.01562 -0.53362  0.190
H 3.15254 -0.78466 -0.49624  0.249
H 0.90680 -1.56184 0.51857  0.203
H 0.65620 1.44720 0.57305  0.291
H -0.05107 0.21477 1.50484  0.439
H -0.75340 0.56911 -1.35553  0.333
H -1.66364 1.47782 0.00921  0.233
H -2.23615 -0.60340 0.77297  0.306

E_HOMO, eV: -9.9
Frontier orbital gap, eV: 10.8
Charge: 0
Structure (SMILES): C=CCCO

4.
Below is a cluster of 2 separate species, C4H8O in total in a non-equilibrium geometry, with properties calculated with ωB97M-V/def2-TZVPD.

Each line ends with the Mulliken charge.
CARTESIAN COORDINATES (ANGSTROEM)
C -0.47594 1.28021 -1.25292  -0.584
C -0.01654 0.02324 -1.05221  -0.178
C 1.27121 -0.20932 -0.46464  -0.344
C 1.59204 0.07239 0.84514  -0.585
H 0.03606 2.21507 -1.43356  0.319
H -1.57542 1.27151 -1.28719  0.222
H -0.69179 -0.72611 -1.43234  0.369
H 1.88557 -0.96830 -1.00288  0.291
H 2.37699 0.79380 1.07467  0.271
H 0.85909 -0.22421 1.59122  0.215
O -1.69687 -0.96665 1.30213  -0.598
H -2.41600 -1.36735 1.78742  0.289
H -1.29759 -0.34071 1.91209  0.315

E_HOMO, eV: -7.9
Frontier orbital gap, eV: 8.1
Charge: 0
Structure (SMILES): C=CC=C.O

5.
Below is a structure of composition C4H8O in a non-equilibrium geometry, with properties calculated with ωB97M-V/def2-TZVPD.

Each line ends with the Mulliken charge.
CARTESIAN COORDINATES (ANGSTROEM)
O 1.39104 -0.73425 1.12891  -0.557
C 1.44264 0.36847 0.36203  -0.365
C -0.08968 0.64023 -0.58839  -0.245
C -1.30664 0.41870 0.28536  -0.502
C -0.84573 -0.57060 -0.74613  -0.366
H 0.54350 -1.55737 0.56871  0.226
H 2.19468 0.34232 -0.44656  0.305
H 1.39931 1.33081 0.89616  0.313
H 0.13711 1.43098 -1.31147  0.375
H -1.05370 0.14128 1.31335  0.215
H -2.25567 0.95412 0.19185  0.261
H -0.23714 -1.66806 -0.08639  -0.023
H -1.31972 -1.09663 -1.56743  0.363

E_HOMO, eV: -9.6
Frontier orbital gap, eV: 10.2
Charge: 0

6.
Below is an isolated molecule of C4H8O in a non-equilibrium geometry, with properties calculated with ωB97M-V/def2-TZVPD.

Each line ends with the Mulliken charge.
CARTESIAN COORDINATES (ANGSTROEM)
C -0.77897 -1.06860 -0.67612  -1.066
C -0.03567 -0.04290 0.27309  1.147
C -0.49416 1.38136 0.06900  -1.357
C 1.44708 -0.34711 0.56396  -0.685
O 0.35953 -0.41221 1.58725  -0.486
H -0.74742 -0.35136 -1.64654  0.243
H -1.72063 -1.39908 -0.31731  0.293
H -0.23514 -2.02724 -0.79941  0.337
H -1.56394 1.50773 0.30355  0.287
H 0.09466 1.95053 0.71195  0.417
H -0.29424 1.70798 -0.98892  0.322
H 2.15984 0.42008 0.58454  0.268
H 1.80905 -1.31917 0.33496  0.280

E_HOMO, eV: -10.1
Frontier orbital gap, eV: 11.1
Charge: 0
Structure (SMILES): CC1(C)CO1

7.
Below is an isolated molecule of C4H8O2, with properties calculated with ωB97M-V/def2-TZVPD.

Each line ends with the Mulliken charge.
CARTESIAN COORDINATES (ANGSTROEM)
C 2.17605 -0.06772 0.60336  -1.131
C 0.90296 -0.84181 0.30446  -0.197
O -0.05035 0.13400 -0.12355  -0.248
C -1.30208 -0.24336 -0.44404  0.666
C -2.13583 1.00043 -0.60251  -0.959
O -1.66685 -1.38116 -0.60408  -0.558
H 2.52527 0.49339 -0.26934  0.298
H 1.98342 0.65017 1.40721  0.290
H 2.97506 -0.73744 0.93441  0.374
H 1.01690 -1.62190 -0.45577  0.308
H 0.52881 -1.31157 1.22023  0.276
H -1.82424 1.74531 0.13304  0.309
H -3.19873 0.78039 -0.50477  0.320
H -1.93039 1.40127 -1.59864  0.252

E_HOMO, eV: -10.4
Frontier orbital gap, eV: 11.3
Charge: 0
Structure (SMILES): CCOC(C)=O

8.
Below is a cluster of 2 separate species, C4H8O2 in total in a non-equilibrium geometry, with properties calculated with ωB97M-V/def2-TZVPD.

Each line ends with the Mulliken charge.
CARTESIAN COORDINATES (ANGSTROEM)
C -0.27246 -0.31579 -2.79242  -0.736
C -1.01925 -0.98855 -1.92840  0.098
O -1.32942 -0.59613 -0.67747  -0.465
H 0.05495 -0.79483 -3.69841  0.244
H 0.03570 0.69762 -2.59048  0.232
H -1.39320 -1.99062 -2.11057  0.306
H -1.36211 0.35528 -0.49829  0.315
C 1.95991 0.84193 2.24333  -0.967
C 0.81688 0.37422 1.39414  0.356
O -0.33277 0.62825 1.64851  -0.503
H 2.19988 0.21828 3.10058  0.286
H 1.64060 1.79465 2.68393  0.273
H 2.83375 1.03700 1.62979  0.298
H 1.02081 -0.16370 0.44885  0.264

E_HOMO, eV: -9.0
Frontier orbital gap, eV: 10.0
Charge: 0
Structure (SMILES): C=CO.CC=O

9.
Below is an isolated molecule of C4H8O2, with properties calculated with ωB97M-V/def2-TZVPD.

Each line ends with the Mulliken charge.
CARTESIAN COORDINATES (ANGSTROEM)
O 0.23234 1.66980 1.10308  -0.556
C -0.39808 0.94195 0.07618  -0.066
C -1.10237 -0.37458 0.48904  -0.585
C -0.11644 -1.18669 -0.38539  -0.519
C 0.54588 0.12554 -0.87047  -0.117
O 1.92968 0.26437 -0.69843  -0.531
H 0.57958 1.05488 1.76061  0.343
H -1.03449 1.66276 -0.44584  0.373
H -2.15407 -0.45381 0.19295  0.236
H -1.04091 -0.57181 1.56624  0.231
H -0.57177 -1.79321 -1.17115  0.240
H 0.57605 -1.83008 0.16746  0.238
H 0.35854 0.33851 -1.92554  0.381
H 2.12122 0.19794 0.24505  0.331

E_HOMO, eV: -9.8
Frontier orbital gap, eV: 10.6
Charge: 0
Structure (SMILES): O[C@@H]1CC[C@@H]1O

10.
Below is a cluster of 2 separate species, C4H8O2 in total, with properties calculated with ωB97M-V/def2-TZVPD.

Each line ends with the Mulliken charge.
CARTESIAN COORDINATES (ANGSTROEM)
C 1.43975 -0.55030 -0.94674  -0.710
O 0.47961 0.16338 -0.15657  -0.409
C -0.80924 -0.35156 -0.28791  -0.164
C 0.62396 -0.51571 1.87320  -0.427
C -1.82818 0.50191 -0.26928  -0.074
O -1.70449 1.85127 -0.29506  -0.529
H 1.10506 -0.62471 -1.98842  0.353
H 1.57982 -1.54698 -0.51821  0.328
H 2.37801 0.00709 -0.91193  0.261
H -0.88723 -1.42480 -0.17429  0.350
H 1.47671 0.17535 2.03157  0.159
H -0.24209 0.10654 2.20698  0.171
H -2.85182 0.16139 -0.17160  0.344
H -0.75988 2.04713 -0.39174  0.346

E_HOMO, eV: -8.8
Frontier orbital gap, eV: 9.2
Charge: 0

11.
Below is a cluster of 2 separate species, C4H8O2 in total in a non-equilibrium geometry, with properties calculated with ωB97M-V/def2-TZVPD.

Each line ends with the Mulliken charge.
CARTESIAN COORDINATES (ANGSTROEM)
O 0.85476 -1.05527 -1.87690  -0.661
C 0.40642 0.43357 -0.71684  -0.112
C -1.05223 0.25865 -0.38859  -0.446
C -1.10080 -0.06044 1.12540  -0.449
O 0.22706 -0.42200 1.47957  -0.373
C 1.08110 0.31417 0.61761  -0.528
H 1.65050 -1.40878 -1.44813  0.287
H 0.88306 0.26691 -1.79266  0.551
H -1.39687 -0.57589 -0.99906  0.239
H -1.64759 1.13553 -0.66426  0.327
H -1.75912 -0.89904 1.37843  0.284
H -1.42715 0.82072 1.70295  0.262
H 1.21634 1.35040 0.99098  0.255
H 2.06451 -0.15854 0.59149  0.364

E_HOMO, eV: -9.4
Frontier orbital gap, eV: 10.1
Charge: 0

12.
Below is an isolated molecule of C4H8O2, with properties calculated with ωB97M-V/def2-TZVPD.

Each line ends with the Mulliken charge.
CARTESIAN COORDINATES (ANGSTROEM)
O 1.96564 1.01744 0.14854  -0.511
C 1.71779 -0.35214 -0.08491  -0.391
C 0.28315 -0.70337 0.26848  -0.796
C -0.72854 0.13415 -0.47624  0.155
C -2.04267 0.35012 0.11335  -0.468
O -1.08981 1.40867 0.07228  -0.416
H 1.11201 1.46942 0.16211  0.377
H 1.91845 -0.61163 -1.13874  0.255
H 2.40870 -0.94310 0.53153  0.304
H 0.08352 -1.75584 0.03689  0.342
H 0.13430 -0.57255 1.34821  0.307
H -0.62960 0.17492 -1.56275  0.336
H -2.21521 -0.05807 1.11014  0.238
H -2.91773 0.44197 -0.52888  0.268

E_HOMO, eV: -10.2
Frontier orbital gap, eV: 11.3
Charge: 0
Structure (SMILES): OCC[C@H]1CO1

13.
Below is an isolated molecule of C4H8O2, with properties calculated with ωB97M-V/def2-TZVPD.

Each line ends with the Mulliken charge.
CARTESIAN COORDINATES (ANGSTROEM)
C -1.81698 0.42419 -0.38621  -0.708
O -1.05988 0.15396 0.77450  -0.380
C -0.19921 -0.94567 0.66114  -0.450
C 1.11624 -0.66202 -0.06356  0.677
C 1.63116 0.75965 -0.04386  -0.997
O 1.72607 -1.57973 -0.56973  -0.566
H -2.81499 -0.03662 -0.34135  0.267
H -1.91828 1.50963 -0.45341  0.246
H -1.32548 0.05539 -1.29591  0.357
H 0.08502 -1.22429 1.68379  0.305
H -0.68021 -1.81132 0.18708  0.328
H 2.70060 0.75895 -0.26441  0.353
H 1.43566 1.23930 0.91999  0.311
H 1.12027 1.35857 -0.80805  0.257

E_HOMO, eV: -9.5
Frontier orbital gap, eV: 10.3
Charge: 0
Structure (SMILES): COCC(C)=O

14.
Below is a cluster of 2 separate species, C4H8O2 in total, with properties calculated with ωB97M-V/def2-TZVPD.

Each line ends with the Mulliken charge.
CARTESIAN COORDINATES (ANGSTROEM)
C -1.97258 -0.33325 1.25043  -0.946
C -0.54262 0.15892 -1.49278  -0.484
O 0.40391 -0.74059 -1.35765  -0.163
C 1.71463 -0.26146 -1.03912  0.704
O 2.62074 -0.75729 -1.62829  -0.459
C 1.76706 0.75499 0.05636  -0.863
H -1.43668 -1.26266 1.03629  0.226
H -1.68388 0.03591 2.23748  0.277
H -3.04848 -0.52178 1.23125  0.303
H -1.41624 -0.47067 -1.78044  0.267
H -1.72106 0.42257 0.49910  0.181
H 1.08732 1.58013 -0.16664  0.392
H 2.79507 1.10176 0.16182  0.290
H 1.43282 0.29343 0.99219  0.274

E_HOMO, eV: -9.2
Frontier orbital gap, eV: 9.4
Charge: 0

15.
Below is an isolated molecule of C4H8O2, with properties calculated with ωB97M-V/def2-TZVPD.

Each line ends with the Mulliken charge.
CARTESIAN COORDINATES (ANGSTROEM)
C -1.52877 -0.56698 0.19587  -1.350
C -0.16785 0.06001 0.01259  1.273
C 1.07135 -0.83931 -0.14982  -0.677
O 2.25370 -0.14988 0.15855  -0.526
C -0.09196 1.43627 -0.47499  -0.658
O 0.09301 1.15032 0.90904  -0.527
H -1.52845 -1.34498 0.96699  0.328
H -1.91910 -1.00297 -0.72917  0.288
H -2.21768 0.21882 0.51405  0.366
H 1.19219 -1.19044 -1.18083  0.282
H 0.95065 -1.74262 0.47139  0.297
H 2.11621 0.24333 1.03125  0.336
H -1.01517 1.97070 -0.70189  0.306
H 0.79187 1.75772 -1.02303  0.261

E_HOMO, eV: -10.3
Frontier orbital gap, eV: 11.2
Charge: 0
Structure (SMILES): C[C@@]1(CO)CO1

16.
Below is an isolated molecule of C4H8O2, with properties calculated with ωB97M-V/def2-TZVPD.

Each line ends with the Mulliken charge.
CARTESIAN COORDINATES (ANGSTROEM)
O 0.09218 1.25209 -1.76880  -0.589
C 0.31584 0.07760 -1.51611  0.144
C 1.11395 -0.33219 -0.29170  -0.468
C 0.44310 0.22098 0.96870  -0.627
C -1.02925 -0.19575 0.92806  -0.451
O -1.55690 -0.09918 -0.38512  -0.529
H 0.01474 -0.72669 -2.21082  0.307
H 2.10635 0.10584 -0.43615  0.324
H 1.21900 -1.42112 -0.22722  0.307
H 0.92532 -0.15707 1.87886  0.341
H 0.53692 1.31180 0.97979  0.289
H -1.13652 -1.24961 1.20772  0.315
H -1.64595 0.40800 1.59787  0.296
H -1.39878 0.80529 -0.72509  0.341

E_HOMO, eV: -9.7
Frontier orbital gap, eV: 10.7
Charge: 0
Structure (SMILES): O=CCCCO

17.
Below is a cluster of 2 separate species, C4H8O2 in total, with properties calculated with ωB97M-V/def2-TZVPD.

Each line ends with the Mulliken charge.
CARTESIAN COORDINATES (ANGSTROEM)
O -0.68116 -1.74822 -1.21000  -0.404
C -0.72749 -0.56151 -1.84350  -0.447
C 0.53297 0.73257 -0.63322  -1.106
C 0.52529 -0.08011 0.60442  0.373
C 0.27700 0.47295 1.93674  -0.386
O -0.74201 -0.24308 1.24932  -0.421
H -1.28049 -1.74215 -0.44588  0.335
H 0.26645 0.05713 -1.88490  0.357
H -1.60502 0.03643 -1.59707  0.237
H 1.55651 0.89152 -1.00074  0.357
H -0.01037 1.67713 -0.57571  0.362
H 1.09177 -1.01068 0.54546  0.271
H 0.09857 1.54222 2.04555  0.236
H 0.69798 -0.02419 2.80953  0.238

E_HOMO, eV: -7.8
Frontier orbital gap, eV: 8.9
Charge: 0

18.
Below is a cluster of 2 separate species, C4H8O2 in total in a non-equilibrium geometry, with properties calculated with ωB97M-V/def2-TZVPD.

Each line ends with the Mulliken charge.
CARTESIAN COORDINATES (ANGSTROEM)
C 1.24850 1.29309 2.14958  -0.438
C 0.21636 1.72798 1.39738  -0.437
C -0.51977 -0.54547 -1.14122  -0.098
C -1.05852 -2.99604 -0.88570  -0.546
O 0.84446 -0.86939 -1.20330  -0.409
O -1.30842 -1.57320 -1.04117  -0.066
H 2.16615 1.82573 2.03868  0.232
H 1.27440 0.41166 2.80360  0.239
H -0.84858 1.27339 1.38862  0.224
H 0.37699 2.81231 1.02941  0.183
H -1.92123 -3.54566 -1.31522  0.232
H -1.14208 -3.05135 0.23257  0.250
H -0.01183 -3.35435 -1.15982  0.261
H 1.54577 -0.14930 -1.14036  0.374

E_HOMO, eV: -8.7
Frontier orbital gap, eV: 9.5
Charge: 0

Values of relative energy (zero: lowest compared OMol25 entry of this formula, charge and spin), in order: 617.2; 324.9; 198.1; 409.0; 443.3; 180.9; 30.4; 203.6; 173.7; 610.9; 433.8; 203.6; 135.5; 356.0; 184.7; 144.9; 558.8; 456.3, all in kJ/mol.
Values of E_LUMO, in order: 0.97; 0.87; 0.97; 0.20; 0.64; 1.00; 0.95; 0.98; 0.79; 0.49; 0.73; 1.06; 0.87; 0.21; 0.94; 0.99; 1.01; 0.80, all in eV.
Values of E_tot, in order: -232.21055; -232.32190; -232.37018; -232.28984; -232.27679; -232.37675; -307.70084; -307.63488; -307.64626; -307.47976; -307.54719; -307.63487; -307.66083; -307.57684; -307.64207; -307.65723; -307.49960; -307.53863, all in Ha.